(1)
Here is a single C24H21N3O3 molecule in a non-equilibrium geometry from the Open Molecules 2025 dataset. Energies are from ωB97M-V/def2-TZVPD.

Last column: Mulliken charge in e.
Element x y z (Å)
1 C 3.120 -7.142 -1.806  -0.84
2 O 3.298 -5.833 -1.318  -0.44
3 C 2.234 -5.186 -0.780  0.91
4 C 0.947 -5.710 -0.677  -0.26
5 C -0.054 -4.952 -0.105  -0.90
6 C 0.182 -3.659 0.359  0.16
7 C -0.952 -2.922 0.964  0.18
8 O -1.922 -3.514 1.411  -0.65
9 C -0.867 -1.453 0.977  -0.73
10 C -1.787 -0.729 1.632  -0.37
11 C -1.861 0.712 1.724  0.60
12 C -3.000 1.312 2.260  -1.30
13 C -3.117 2.686 2.345  -0.61
14 C -2.088 3.508 1.897  0.96
15 O -2.109 4.868 1.934  -0.44
16 C -3.241 5.514 2.467  -0.98
17 C -0.928 2.922 1.364  0.36
18 C 0.191 3.813 0.877  -1.24
19 N 0.949 3.196 -0.170  0.83
20 N 2.244 2.892 -0.028  -0.78
21 N 2.686 2.309 -1.064  -0.53
22 C 1.672 2.188 -1.968  0.10
23 C 1.614 1.626 -3.243  -0.77
24 C 0.401 1.661 -3.888  -0.48
25 C -0.738 2.234 -3.301  -0.62
26 C -0.707 2.796 -2.046  -0.66
27 C 0.516 2.767 -1.386  1.22
28 C -0.828 1.549 1.291  -0.15
29 C 1.477 -3.146 0.259  -0.57
30 C 2.485 -3.899 -0.297  -0.65
31 H 4.096 -7.452 -2.177  0.24
32 H 2.801 -7.826 -1.013  0.34
33 H 2.396 -7.171 -2.626  0.34
34 H 0.719 -6.702 -1.032  0.39
35 H -1.053 -5.353 -0.012  0.41
36 H -0.070 -0.993 0.415  0.58
37 H -2.572 -1.278 2.139  0.42
38 H -3.812 0.691 2.608  0.41
39 H -4.016 3.110 2.762  0.41
40 H -3.030 6.579 2.396  0.26
41 H -4.144 5.284 1.892  0.37
42 H -3.398 5.246 3.516  0.36
43 H 0.891 4.027 1.691  0.37
44 H -0.231 4.760 0.526  0.48
45 H 2.491 1.186 -3.689  0.46
46 H 0.311 1.236 -4.876  0.38
47 H -1.664 2.229 -3.855  0.39
48 H -1.583 3.232 -1.590  0.44
49 H 0.077 1.110 0.901  0.64
50 H 1.714 -2.166 0.646  0.50
51 H 3.491 -3.515 -0.370  0.44

The value obtained for the total energy is -35840.1316 eV. For the energy above the lowest of the compared OMol25 structures with the same formula, charge and spin, the calculation gives 60.03 kcal/mol. Its maximum force is 0.025 hartree/bohr. Its structure (SMILES) is COc1ccc(C(=O)/C=C/c2ccc(OC)c(Cn3nnc4ccccc43)c2)cc1. The HOMO energy is -8.385 eV. As for the charge: 0.

(2)
Here is a single C24H21N5O4S molecule in a non-equilibrium geometry from the Open Molecules 2025 dataset. Energies are from ωB97M-V/def2-TZVPD.

Last column: Mulliken charge in e.
Element x y z (Å)
1 C -2.502 -3.928 -0.867  -1.92
2 C -1.494 -2.850 -0.639  1.40
3 C -0.277 -2.889 -1.326  -0.81
4 C 0.685 -1.916 -1.157  -0.62
5 C 0.470 -0.857 -0.274  0.37
6 C 1.496 0.181 -0.097  -0.25
7 N 2.707 -0.263 0.037  -0.95
8 N 3.672 0.629 0.237  0.65
9 C 5.020 0.443 0.416  0.55
10 C 5.657 -0.838 0.390  0.29
11 C 5.114 -2.094 0.241  -0.17
12 C 6.201 -2.991 0.294  -0.60
13 C 7.314 -2.221 0.468  -0.47
14 O 6.996 -0.924 0.527  -0.34
15 N 5.586 1.615 0.607  -0.69
16 N 4.659 2.568 0.564  -0.59
17 C 3.500 1.999 0.341  0.53
18 C 2.188 2.524 0.164  -0.20
19 C 1.919 3.895 0.197  -0.80
20 C 0.640 4.341 -0.038  -0.71
21 C -0.378 3.432 -0.329  -0.56
22 C -0.129 2.078 -0.357  -0.09
23 C 1.156 1.590 -0.085  0.75
24 C -0.718 -0.828 0.444  -0.65
25 C -1.683 -1.800 0.248  -0.59
26 S -3.154 -1.439 1.218  1.46
27 O -4.240 -2.346 0.964  -0.78
28 O -2.760 -1.229 2.577  -0.74
29 N -3.499 0.082 0.560  0.35
30 C -4.083 -0.010 -0.763  -0.55
31 C -4.205 1.404 -1.337  -0.55
32 O -4.956 2.241 -0.494  -0.40
33 C -4.399 2.307 0.799  -0.39
34 C -4.310 0.917 1.429  -0.68
35 H -3.444 -3.691 -0.385  0.41
36 H -2.661 -4.076 -1.933  0.38
37 H -2.129 -4.866 -0.455  0.40
38 H -0.097 -3.703 -2.012  0.45
39 H 1.612 -1.959 -1.708  0.51
40 H 4.076 -2.324 0.120  0.58
41 H 6.160 -4.057 0.214  0.47
42 H 8.351 -2.476 0.561  0.49
43 H 2.734 4.571 0.399  0.52
44 H 0.421 5.397 -0.014  0.41
45 H -1.372 3.799 -0.542  0.48
46 H -0.922 1.387 -0.600  0.44
47 H -0.911 -0.074 1.189  0.73
48 H -3.425 -0.621 -1.384  0.33
49 H -5.073 -0.485 -0.716  0.36
50 H -4.728 1.386 -2.294  0.40
51 H -3.196 1.823 -1.478  0.14
52 H -5.056 2.954 1.382  0.40
53 H -3.391 2.747 0.753  0.08
54 H -3.822 0.949 2.403  0.47
55 H -5.319 0.496 1.541  0.31

The value obtained for the total energy is -51702.6805 eV. For the energy above the lowest of the compared OMol25 structures with the same formula, charge and spin, the calculation gives 26.20 kcal/mol. Its maximum force is 0.029 hartree/bohr. Its structure (SMILES) is Cc1ccc(-c2nn3c(-c4ccco4)nnc3c3ccccc23)cc1S(=O)(=O)N1CCOCC1. The HOMO energy is -8.017 eV. As for the charge: 0.

(3)
Here is a single C24H21NO6 molecule from the Open Molecules 2025 dataset. Energies are from ωB97M-V/def2-TZVPD.

Last column: Mulliken charge in e.
Element x y z (Å)
1 C 0.473 0.806 -4.343  -0.61
2 C -0.737 1.582 -3.832  -0.52
3 O -1.791 0.735 -3.418  -0.53
4 C -1.717 0.118 -2.195  0.94
5 C -0.695 0.250 -1.273  0.80
6 C -0.758 -0.418 -0.056  -0.81
7 C 0.363 -0.242 0.940  -0.42
8 C -0.047 0.641 2.100  -1.01
9 C -0.383 2.042 1.828  0.83
10 O 0.004 2.589 0.808  -0.66
11 C -1.204 2.737 2.819  -0.24
12 C -2.062 2.280 3.794  -0.35
13 C -2.652 3.421 4.367  -0.69
14 C -2.117 4.489 3.703  -0.42
15 O -1.259 4.089 2.769  -0.35
16 C 0.106 -0.064 3.240  0.90
17 O -0.068 0.243 4.525  -0.65
18 C 0.609 -1.430 2.914  0.87
19 O 0.850 -2.286 3.747  -0.76
20 N 0.742 -1.481 1.580  0.36
21 C 1.144 -2.646 0.824  -1.18
22 C 2.157 -2.269 -0.223  0.33
23 C 1.820 -2.277 -1.569  -0.14
24 C 2.747 -1.891 -2.523  -0.64
25 C 4.012 -1.482 -2.138  -0.48
26 C 4.351 -1.464 -0.795  -0.68
27 C 3.428 -1.857 0.158  -0.20
28 C -1.848 -1.218 0.240  -0.59
29 C -2.870 -1.370 -0.682  -1.31
30 C -2.815 -0.711 -1.897  0.39
31 O -3.820 -0.860 -2.798  -0.66
32 H 1.225 1.503 -4.702  0.39
33 H 0.176 0.154 -5.162  0.32
34 H 0.906 0.196 -3.554  -0.03
35 H -1.170 2.173 -4.644  0.33
36 H -0.454 2.261 -3.020  0.35
37 H 0.152 0.887 -1.466  0.65
38 H 1.226 0.201 0.428  0.44
39 H -2.252 1.261 4.056  0.58
40 H -3.371 3.449 5.159  0.45
41 H -2.269 5.545 3.814  0.48
42 H 0.213 -0.541 5.036  0.30
43 H 1.561 -3.354 1.546  0.58
44 H 0.265 -3.097 0.349  0.40
45 H 0.829 -2.586 -1.870  0.31
46 H 2.481 -1.910 -3.570  0.47
47 H 4.732 -1.178 -2.882  0.40
48 H 5.337 -1.146 -0.490  0.40
49 H 3.690 -1.846 1.206  0.43
50 H -1.904 -1.727 1.191  0.48
51 H -3.724 -1.993 -0.472  0.42
52 H -3.610 -0.310 -3.566  0.35

The value obtained for the total energy is -39003.7706 eV. For the energy above the lowest of the compared OMol25 structures with the same formula, charge and spin, the calculation gives 52.69 kcal/mol. Its maximum force is 0.017 hartree/bohr. Its structure (SMILES) is CCOc1cc([C@H]2C(C(=O)c3ccco3)=C(O)C(=O)N2Cc2ccccc2)ccc1O. The HOMO energy is -8.183 eV. As for the charge: 0.

(4)
Here is 15 unconnected molecules or ions with the total composition C24H22BCl56NO4 in a non-equilibrium geometry from the Open Molecules 2025 dataset. Energies are from ωB97M-V/def2-TZVPD.

Last column: Mulliken charge in e.
Element x y z (Å)
1 C 3.025 10.840 0.811  -1.30
2 C 3.650 9.623 0.109  0.24
3 C 2.926 9.250 -1.204  -0.79
4 C 2.304 7.872 -1.231  0.46
5 O 1.259 7.632 -1.800  -0.62
6 O 3.005 6.947 -0.530  -0.01
7 C 2.945 5.587 -1.021  -0.46
8 C 4.185 5.261 -1.841  -1.16
9 C 5.529 5.303 -1.091  -0.33
10 C 6.112 3.893 -0.936  -0.71
11 N 7.509 3.849 -0.457  -0.49
12 B 2.675 4.640 0.255  1.04
13 O 1.399 4.137 0.401  -0.85
14 O 3.645 4.314 1.172  -0.53
15 C 3.940 5.263 2.194  0.42
16 C 3.123 5.054 3.481  -1.09
17 H 3.791 11.403 1.340  0.34
18 H 2.276 10.530 1.537  0.32
19 H 2.548 11.509 0.098  0.35
20 H 3.644 8.797 0.813  -0.15
21 H 4.686 9.854 -0.133  0.34
22 H 3.559 9.387 -2.077  0.28
23 H 2.077 9.921 -1.321  0.42
24 H 2.087 5.425 -1.672  0.57
25 H 4.045 4.284 -2.305  0.57
26 H 4.231 5.992 -2.653  0.24
27 H 6.277 5.872 -1.641  0.55
28 H 5.411 5.699 -0.084  0.12
29 H 5.518 3.313 -0.230  0.17
30 H 6.055 3.358 -1.886  0.42
31 H 8.082 4.149 -1.237  0.25
32 H 7.597 4.554 0.267  0.23
33 H 0.745 4.779 0.113  0.34
34 H 3.838 6.292 1.846  -0.30
35 H 4.994 5.131 2.435  0.34
36 H 2.383 4.282 3.304  0.21
37 H 3.780 4.725 4.282  0.33
38 H 2.631 5.981 3.762  0.30
39 C -1.654 4.899 3.942  0.33
40 Cl -3.124 5.629 3.290  -0.11
41 Cl -0.558 4.487 2.622  -0.03
42 Cl -0.863 6.038 5.036  -0.11
43 Cl -2.077 3.429 4.830  -0.06
44 C 8.980 -0.008 -0.682  0.27
45 Cl 9.866 0.696 -2.042  -0.12
46 Cl 9.359 -1.731 -0.566  -0.11
47 Cl 9.452 0.801 0.812  -0.10
48 Cl 7.250 0.194 -0.949  0.02
49 C 4.869 -0.018 -4.431  0.16
50 Cl 4.252 0.327 -2.807  -0.09
51 Cl 4.631 1.401 -5.459  -0.08
52 Cl 6.590 -0.394 -4.336  -0.09
53 Cl 3.990 -1.386 -5.116  0.04
54 C -5.709 0.499 5.182  0.18
55 Cl -6.865 1.239 6.294  -0.06
56 Cl -5.224 -1.088 5.793  -0.06
57 Cl -6.433 0.311 3.577  -0.07
58 Cl -4.282 1.535 5.042  -0.04
59 C -4.507 -1.815 0.332  0.25
60 Cl -4.289 -1.600 2.068  -0.02
61 Cl -6.148 -2.412 0.064  -0.01
62 Cl -4.294 -0.269 -0.496  -0.11
63 Cl -3.333 -2.983 -0.283  -0.11
64 C -9.796 -1.890 6.292  0.29
65 Cl -8.739 -1.110 5.117  0.03
66 Cl -9.352 -3.595 6.440  -0.09
67 Cl -9.619 -1.098 7.862  -0.11
68 Cl -11.475 -1.767 5.755  -0.10
69 C 1.588 -3.298 -7.905  0.27
70 Cl 2.033 -1.723 -8.566  -0.07
71 Cl 1.671 -4.533 -9.163  -0.11
72 Cl 2.712 -3.698 -6.603  0.06
73 Cl -0.053 -3.219 -7.257  -0.09
74 C -9.023 -5.194 1.210  0.31
75 Cl -8.922 -4.044 -0.128  -0.11
76 Cl -7.461 -5.985 1.421  -0.03
77 Cl -9.452 -4.335 2.692  -0.05
78 Cl -10.258 -6.409 0.854  -0.09
79 C 3.738 -6.779 -3.859  0.31
80 Cl 5.364 -7.178 -4.412  -0.05
81 Cl 2.600 -7.024 -5.187  -0.10
82 Cl 3.297 -7.816 -2.500  -0.10
83 Cl 3.690 -5.086 -3.352  -0.06
84 C -14.286 -8.536 1.943  0.32
85 Cl -15.419 -7.677 2.990  -0.10
86 Cl -13.807 -10.052 2.712  -0.10
87 Cl -15.059 -8.880 0.393  -0.10
88 Cl -12.854 -7.532 1.679  -0.04
89 C 0.607 2.003 -5.977  0.16
90 Cl 1.473 2.852 -7.263  -0.11
91 Cl 0.903 0.270 -6.121  0.05
92 Cl 1.178 2.576 -4.405  0.02
93 Cl -1.124 2.322 -6.122  -0.11
94 C -5.355 -8.886 3.549  0.29
95 Cl -4.616 -9.947 4.746  -0.07
96 Cl -4.310 -8.762 2.130  -0.10
97 Cl -6.923 -9.549 3.066  -0.09
98 Cl -5.590 -7.281 4.245  -0.06
99 C -6.568 -12.219 7.736  0.33
100 Cl -7.172 -11.311 6.350  -0.03
101 Cl -5.149 -11.397 8.398  -0.10
102 Cl -7.820 -12.322 8.976  -0.10
103 Cl -6.114 -13.847 7.220  -0.10
104 C 7.619 -7.705 -7.911  0.31
105 Cl 8.680 -6.533 -7.123  -0.09
106 Cl 5.991 -7.036 -8.026  -0.04
107 Cl 8.231 -8.061 -9.529  -0.11
108 Cl 7.576 -9.191 -6.956  -0.09

The value obtained for the total energy is -736854.3974 eV. Its maximum force is 0.024 hartree/bohr. The HOMO energy is -9.294 eV. As for the charge: 0.